49
Properties=species:S:1:pos:R:3:nbo_charge:R:1 method="wB97M-V/def2-TZVPD" homo_lumo_gap_ev=4.795 charge=+3 largest_force_ev_per_a=3.666 homo_ev=-17.1
Ir -0.73 0.98 0.74 0.77
C 2.58 0.78 0.60 -0.54
C 2.33 0.40 2.05 -0.54
S 0.82 1.10 2.82 0.43
C 1.23 2.88 3.01 -0.54
C 0.16 3.76 2.40 -0.53
S 0.19 3.47 0.60 0.42
C -1.37 4.15 -0.06 -0.54
C -1.59 3.61 -1.46 -0.54
S -1.56 1.77 -1.57 0.41
C -0.07 1.40 -2.60 -0.54
C 1.26 1.38 -1.87 -0.54
S 1.30 0.10 -0.54 0.61
H 3.53 0.36 0.29 0.29
H 2.61 1.86 0.46 0.24
H 3.18 0.70 2.66 0.29
H 2.21 -0.68 2.15 0.27
H 2.21 3.08 2.55 0.26
H 1.31 3.07 4.08 0.30
H 0.39 4.82 2.58 0.29
H -0.83 3.53 2.79 0.25
H -1.28 5.24 -0.10 0.29
H -2.19 3.87 0.61 0.25
H -0.84 3.99 -2.16 0.26
H -2.58 3.90 -1.81 0.30
H -0.04 2.13 -3.41 0.29
H -0.28 0.42 -3.04 0.28
H 1.49 2.35 -1.43 0.24
H 2.05 1.13 -2.58 0.29
C 1.44 -4.34 -2.66 -0.66
C 0.56 -3.84 -1.58 0.04
C -0.61 -3.13 -1.87 -0.16
C -1.39 -2.60 -0.86 -0.25
C -1.04 -2.84 0.47 -0.28
C 0.12 -3.55 0.78 -0.20
C 0.91 -4.05 -0.23 -0.20
S -1.98 -2.08 1.82 1.27
C -3.63 -2.80 1.53 -0.78
O -2.08 -0.65 1.30 -1.01
H 1.07 -4.11 -3.65 0.24
H 1.56 -5.42 -2.56 0.26
H 2.45 -3.95 -2.55 0.24
H -0.92 -3.00 -2.90 0.23
H -2.28 -2.04 -1.10 0.23
H 0.38 -3.72 1.81 0.24
H 1.80 -4.61 0.00 0.25
H -3.89 -2.78 0.48 0.26
H -4.35 -2.23 2.11 0.27
H -3.59 -3.82 1.91 0.28